A molecular structure, C32H44ClN4NiO4, computed with ωB97M-V/def2-TZVPD.

For the total energy, the calculation gives -101614.938 eV. Its net charge is -1. As for the spin multiplicity: 3. As for the HOMO-LUMO gap (spin up / spin down): 6.39 / 6.29 eV. Its expectation value of S² is 2.006. The value obtained for the LUMO energy (spin up / spin down) is 0.094 / 0.090 Eh.

Last column: Löwdin spin population.
Element x y z (Å)
Ni 0.00222 -0.43582 1.59614  1.719
Cl -0.34356 -1.81083 3.25937  0.084
O -0.19830 1.85910 -2.28046  0.000
O -2.15655 1.16116 2.73325  0.006
O 0.88835 1.24906 1.54449  0.036
O 2.98037 -0.24935 -2.42841  0.000
N 1.54341 3.13292 0.44406  0.003
N -0.42015 0.32402 -3.96588  0.000
N -1.50710 -1.22463 0.54416  0.083
N -4.26776 0.67893 3.45932  0.000
C 3.46513 -0.31457 0.62217  0.000
C -1.70836 -5.38187 0.97012  0.007
C -2.62637 -3.19805 1.45793  0.007
C 3.25343 -1.34604 -1.76478  0.000
C -1.86319 0.47659 -4.03591  0.000
C 2.83087 -1.40668 -0.15373  0.001
C 1.88338 3.79214 -0.81659  0.000
C -2.38196 0.91239 -0.15686  0.007
C 2.07917 -4.95668 -3.83726  0.000
C 1.09893 -4.06032 -3.38991  0.000
C -2.64116 -4.57745 1.63863  -0.001
C -0.74633 -3.43220 -0.06923  0.006
C -3.54730 -1.12524 -0.78519  0.009
C -4.58373 -0.36140 -1.31307  0.000
C -3.41191 1.66608 -0.69106  -0.001
C 2.43459 -2.58706 0.34641  0.003
C 1.10853 1.88536 0.45371  0.005
C -4.53043 1.03531 -1.25113  0.007
C -2.94274 0.42057 3.33462  0.000
C 1.47938 -2.86900 -2.75653  0.000
C -0.77723 -4.81037 0.09360  -0.001
C 1.96392 3.78745 1.67865  0.000
C 3.80601 -3.47087 -3.01341  0.000
C 3.43408 -4.65170 -3.66437  0.000
C -4.77330 1.97560 3.04261  0.000
C 0.29148 1.04074 -3.07447  0.000
C -5.12205 -0.14075 4.30390  0.000
C 2.82843 -2.60612 -2.53317  0.000
C -1.64071 -2.60883 0.63707  0.004
C 0.21986 -0.59115 -4.90042  0.000
C -2.45697 -0.50052 -0.12829  0.007
C 2.46771 -3.01423 1.77302  0.001
H -4.51745 2.75849 3.77330  0.000
H 1.29232 -0.62851 -4.67689  0.000
H -2.15779 1.41473 -3.55716  0.000
H 1.78496 -5.89584 -4.31567  0.000
H -3.32632 -2.54266 1.97517  0.000
H 1.45238 -3.09618 2.18618  0.001
H 1.37506 0.82624 -3.10595  0.000
H 2.85493 -0.01199 1.48196  0.000
H -5.86311 1.90008 2.97451  0.000
H 4.85444 -3.22099 -2.84182  0.000
H 1.61589 4.82563 1.65049  0.000
H -2.63224 -0.53143 3.81001  0.000
H -0.02747 -2.94811 -0.73042  0.000
H -3.38973 -5.02578 2.29441  0.000
H 3.02032 -2.30935 2.40774  0.000
H -4.79380 -1.18383 4.22759  0.000
H 1.68247 4.86616 -0.71692  0.000
H -3.34284 2.75561 -0.67321  0.000
H 0.73767 -2.13584 -2.41944  0.000
H 4.45086 -0.62221 1.02170  0.000
H 0.06615 -0.25060 -5.93445  0.000
H 1.54401 3.26372 2.53977  0.000
H -5.43610 -0.86110 -1.77882  0.000
H 2.93353 -4.00537 1.86578  0.000
H -2.17151 0.47103 -5.08875  0.000
H -2.37047 -0.35654 -3.52538  0.000
H -1.50842 1.39967 0.26910  0.000
H 0.03496 -4.28257 -3.51665  0.000
H 2.09990 -3.36800 -0.33766  0.000
H 0.96468 1.41940 -0.53003  0.001
H -5.35111 1.63793 -1.64820  0.000
H 4.20990 -5.33140 -4.01778  0.000
H -3.58398 -2.21406 -0.84605  0.000
H -5.07764 0.16352 5.36194  0.000
H 3.62309 0.54648 -0.03890  0.000
H -6.15683 -0.04607 3.95530  0.000
H -1.71023 -6.46375 1.12604  0.001
H 1.26997 3.35636 -1.61427  0.000
H 3.06153 3.80724 1.74082  0.000
H -4.34685 2.24415 2.06969  0.000
H 2.95135 3.65550 -1.05564  0.000
H -0.07990 -5.43569 -0.46925  0.000
H -0.20744 -1.59901 -4.80317  0.000
H 4.36353 -1.42919 -1.67297  0.000

=====

2 unconnected molecules or ions with the total composition C32H44F3N2O7PS, computed with ωB97M-V/def2-TZVPD.

For the total energy, the calculation gives -79462.101 eV. Its net charge is 0. As for the HOMO-LUMO gap: 6.53 eV. The value obtained for the LUMO energy is -0.071 Eh. Its SMILES is CP(O)c1c(CCOCCOc2ccc(C(C)(C)CC(C)(C)C)cc2)cc2nsnc2c1CCC(=O)O.CCOC(=O)C(F)(F)F.

Last column: Mulliken charge in e.
Element x y z (Å)
S 7.92409 -1.36633 0.36805  0.181
P 0.74572 -0.21700 0.31278  0.233
F 7.35277 -4.41279 8.17838  -0.238
F 5.34848 -4.80486 8.93513  -0.234
F 6.40053 -6.33671 7.79365  -0.244
O 6.53371 -4.36875 5.58649  -0.319
O -1.18944 5.31013 -2.86599  -0.438
O 2.58776 -3.10841 -1.80790  -0.379
O 2.38486 -5.41830 -1.11815  -0.581
O -0.10491 -0.31063 -1.23157  -0.492
O 2.55344 4.90867 -2.09821  -0.404
O 4.39015 -4.16446 6.37819  -0.524
N 6.33531 -1.98725 0.85394  -0.417
N 7.48255 0.13692 -0.47873  -0.545
C -5.56657 -0.13924 -4.22954  -1.293
C 6.16205 -4.99471 7.85830  0.836
C 6.09272 -3.91638 4.29757  -0.167
C 6.00486 -2.40199 4.26631  -0.872
C -4.18591 1.46741 -2.65713  0.214
C -4.43684 -1.23541 -2.11378  -1.003
C -6.60692 0.46938 -1.88280  -1.120
C -1.86528 2.77119 -3.62874  -0.249
C 3.37436 -3.95808 0.72180  -0.296
C -3.52301 4.20152 -1.85264  -0.767
C -5.33481 0.64416 0.57132  -0.934
C -2.81174 1.43335 -3.58167  -0.417
C 2.63130 -0.01386 0.01986  0.383
C 2.74828 -4.15089 -0.78102  0.339
C 3.01465 -2.53327 1.44854  -0.604
C 2.33297 2.37300 -1.45165  0.777
C 0.11242 4.66628 -2.61959  0.350
C -5.18830 0.12877 -2.62185  1.237
C 3.33310 1.24712 -0.80398  -0.394
C 5.94877 0.17684 -0.34924  0.321
C -0.00910 1.36260 1.14717  -0.794
C -2.16106 4.17060 -2.76547  0.294
C 5.21328 -1.05981 0.43830  0.289
C 3.59592 -1.21842 0.65848  0.069
C 2.64178 3.91968 -1.00408  -0.486
C -7.09740 -1.38691 0.11076  -1.345
C 4.98411 1.35053 -0.97971  -0.563
C 1.28415 5.66290 -2.05332  -0.617
C -4.48673 2.86885 -1.85168  0.002
C -7.91856 1.11228 0.31274  -1.282
C -6.65859 0.18053 -0.27365  1.373
C 5.56964 -4.45455 6.55773  0.378
H 4.54935 -4.13238 0.67231  0.248
H 1.39044 6.54610 -2.82198  0.265
H 1.86240 -2.52097 1.65398  0.427
H 0.80144 2.11024 1.54430  0.278
H -5.46548 2.93709 -1.17170  0.053
H -8.17494 0.88201 1.43082  0.330
H -3.76663 5.17227 -1.22990  0.295
H -0.90540 2.71345 -4.33371  0.154
H 3.66929 3.97649 -0.41752  0.389
H -5.45700 1.74749 0.97099  0.232
H 2.49447 2.32765 -2.63371  0.348
H 2.92220 -4.82311 1.39051  0.339
H -6.21538 -1.11292 -4.30254  0.410
H 5.40991 2.27783 -1.56014  0.341
H -6.18414 -2.11698 0.16394  0.336
H 2.51422 -3.59149 -2.69098  0.338
H -4.55958 -0.37831 -4.82464  0.323
H -7.52230 2.23335 0.21536  0.305
H 5.74798 -2.04958 3.26276  0.074
H 6.95851 -1.95477 4.56541  0.379
H -0.77598 1.91608 0.42333  0.163
H -5.14833 -2.09484 -1.75404  0.223
H -4.32202 0.59436 -0.01154  0.019
H -2.57259 0.46512 -4.19816  0.203
H 0.54592 4.17521 -3.61629  0.084
H -7.53278 -1.32988 1.21994  0.384
H -6.08928 0.83153 -4.62146  0.304
H -0.39489 0.62354 -1.49519  0.234
H -3.86462 -1.67223 -3.06632  0.372
H 1.79111 4.21981 -0.22427  0.255
H 3.55626 -2.55426 2.51010  0.066
H -5.22832 -0.06289 1.52448  0.307
H 5.13962 -4.38314 4.02322  0.313
H -0.61370 0.99226 2.10757  0.324
H 6.83732 -4.25532 3.57042  0.332
H -7.98258 -1.74818 -0.56527  0.270
H -0.07545 3.85502 -1.77109  -0.001
H 1.02087 6.11270 -1.00518  0.292
H 1.19698 2.15657 -1.27333  -0.641
H -8.81522 1.01087 -0.43332  0.307
H 5.24849 -2.03515 4.96662  0.317
H -3.56570 -0.98941 -1.33516  0.137
H -7.42354 -0.24514 -2.37951  0.305
H -6.93947 1.57020 -2.19253  0.307

=====

| no. | M (g/mol) | strongest force on any atom (eV/A) |
| --- | --- | --- |
| 1 | 642.87 | 2.941 |
| 2 | 688.75 | 8.452 |